#one
{"formula": "C8H8N4O4", "method": "ωB97M-V/def2-TZVPD", "e_lumo_ev": -0.427, "total_charge": 0, "gap_ev": 8.7, "smiles": "O=c1cc[nH]c(=O)[nH]1.O=c1cc[nH]c(=O)[nH]1", "homo_ev": -9.2, "symbols": ["O", "C", "H", "N", "C", "N", "H", "H", "O", "H", "C", "O", "C", "H", "H", "C", "N", "H", "C", "N", "C", "O", "C", "H"], "xyz": [[-3.82015, -1.55656, -0.50499], [1.59366, -0.91537, 1.37425], [-1.55830, -2.31839, 0.13817], [-1.60450, -1.26764, 0.04050], [1.76132, -1.42055, 0.10081], [2.32579, 1.20534, 0.57173], [1.83595, 0.84866, 2.57205], [2.64890, 2.15426, 0.88524], [2.96112, 1.42846, -1.62015], [2.69393, -1.22419, -1.67944], [-2.03405, 1.56649, 0.08208], [1.40348, -2.50814, -0.36262], [1.96468, 0.39552, 1.60839], [-0.02093, 1.61272, 0.68402], [0.34264, -0.97792, 0.29686], [2.61322, 0.72853, -0.69830], [-2.98091, 0.58512, -0.15091], [-3.83358, 0.90704, -0.63622], [-2.95414, -0.80526, -0.18724], [2.43238, -0.58958, -0.85124], [-0.56806, -0.43979, 0.32340], [-2.32193, 2.76312, -0.03745], [-0.77517, 0.89826, 0.48368], [1.29325, -1.59686, 2.14809]], "mulliken_charge": [-0.57, -0.50, 0.28, -0.15, 0.54, -0.03, 0.36, 0.27, -0.63, 0.31, 0.04, -0.69, -0.37, 0.59, 0.34, 0.35, -0.08, 0.24, 0.27, -0.11, 0.56, -0.64, -0.78, 0.38]}

---

#two
{"formula": "C8H8N4O4", "method": "ωB97M-V/def2-TZVPD", "e_lumo_ev": 0.082, "total_charge": 0, "gap_ev": 9.1, "smiles": "O=c1cc[nH]c(=O)[nH]1.O=c1cc[nH]c(=O)[nH]1", "homo_ev": -9.0, "symbols": ["H", "H", "O", "C", "N", "H", "O", "N", "C", "H", "O", "C", "C", "H", "O", "H", "H", "C", "N", "H", "C", "C", "N", "C"], "xyz": [[0.67380, -0.15589, 1.06319], [2.06431, -1.53127, -2.65855], [-1.50387, -1.16393, -0.49122], [-2.73134, 2.65184, 0.46147], [3.13760, -1.91872, 0.59894], [-0.75153, 0.94222, -1.80564], [-0.59288, 3.09317, -0.79274], [1.22361, -0.80378, 0.54280], [2.38752, -1.01626, 1.39418], [-3.08334, -0.72478, 1.20772], [0.36715, -0.08587, -1.38659], [-1.48644, 2.32985, -0.48199], [2.20979, -1.42487, -1.52985], [3.80959, -2.72694, -1.29809], [2.67003, -0.73997, 2.52835], [-3.07028, 3.74779, 0.52165], [-4.18091, 1.80685, 1.74258], [-3.19830, 1.55894, 1.21248], [-1.37680, 1.09374, -0.90264], [3.65127, -2.37531, 1.25010], [-1.84704, -0.01981, -0.25694], [3.18803, -2.01936, -0.75245], [-2.84583, 0.21815, 0.71354], [1.28586, -0.73581, -0.88029]], "mulliken_charge": [0.20, 0.30, -0.60, -0.40, -0.10, 0.33, -0.62, -0.06, 0.28, 0.29, -0.62, 0.66, -0.48, 0.37, -0.54, 0.30, 0.29, -0.28, -0.08, 0.15, 0.37, -0.10, -0.15, 0.49]}

---

We find #one to be the most stable, with the next structure 142.7 kJ/mol higher.

---

#one
{"formula": "C8H8N4O4", "method": "ωB97M-V/def2-TZVPD", "e_lumo_ev": 0.087, "total_charge": 0, "gap_ev": 9.6, "smiles": "O=c1cc[nH]c(=O)[nH]1.O=c1cc[nH]c(=O)[nH]1", "homo_ev": -9.5, "symbols": ["O", "C", "N", "H", "H", "H", "C", "C", "O", "N", "C", "O", "O", "H", "N", "C", "H", "C", "N", "C", "H", "H", "C", "H"], "xyz": [[-2.82697, -2.52277, -0.44194], [2.98189, 1.35888, -0.20041], [-2.95318, -0.74695, 0.99397], [-3.39998, 1.75521, -1.86927], [3.01419, 0.64514, -2.29890], [2.55630, 1.21883, 1.86640], [2.83602, -0.74134, 1.29791], [-3.13132, 1.07084, -1.04880], [-2.91300, 1.02248, 2.60908], [2.85813, 0.69152, 1.07330], [3.28262, -1.08009, -0.96963], [2.65715, -1.30092, 2.33895], [2.59854, 2.59493, -0.21849], [3.06750, -2.56580, 0.38626], [3.08951, -1.56512, 0.26136], [-2.80470, 0.61361, 1.41976], [3.25457, -1.61577, -1.87411], [3.06783, 0.25793, -1.28336], [-2.65491, 1.57562, 0.28645], [-3.00197, -0.16226, -1.38362], [-2.92534, -1.54169, 1.59136], [-2.47589, 2.51661, 0.38978], [-2.85063, -1.27153, -0.33550], [-3.32633, -0.20737, -2.59055]], "mulliken_charge": [-0.61, 0.55, -0.07, 0.30, 0.35, 0.24, 0.30, -0.11, -0.57, -0.08, -0.12, -0.58, -0.62, 0.23, -0.08, 0.33, 0.36, -0.55, -0.10, -0.23, 0.23, 0.19, 0.47, 0.17]}

---

#two
{"formula": "C8H8N4O4", "method": "ωB97M-V/def2-TZVPD", "e_lumo_ev": 0.241, "total_charge": 0, "gap_ev": 9.7, "smiles": "O=c1cc[nH]c(=O)[nH]1.O=c1cc[nH]c(=O)[nH]1", "homo_ev": -9.4, "symbols": ["C", "H", "N", "C", "H", "O", "N", "N", "C", "C", "O", "H", "H", "C", "C", "H", "C", "C", "H", "H", "H", "N", "O", "O"], "xyz": [[-2.20574, 1.56589, -0.47159], [-0.07488, 1.56215, -0.57080], [1.99680, -0.07916, 1.18277], [-0.72873, -0.34387, -0.33518], [-1.78452, -2.12665, -0.23417], [-4.13327, -1.18796, 0.54890], [-1.91150, -1.07370, -0.11439], [2.43258, -0.80613, -1.01066], [2.14769, -1.19414, 0.33186], [-3.12983, -0.59411, 0.19818], [2.14876, -2.34938, 0.70992], [2.63934, -1.60823, -1.62662], [-4.29632, 1.15828, -0.04266], [-3.30962, 0.82820, -0.14653], [2.21578, 0.45279, -1.43018], [1.86430, -0.28491, 2.17137], [1.70826, 1.23953, 0.76526], [1.87838, 1.46293, -0.62477], [2.14086, 0.58156, -2.57554], [1.58585, 2.47020, -0.99053], [-2.27749, 2.60460, -0.60468], [-0.96044, 1.00553, -0.41556], [0.38182, -0.83814, -0.66600], [1.33315, 2.10222, 1.56420]], "mulliken_charge": [-0.14, -0.05, -0.05, 0.16, 0.29, -0.61, -0.05, -0.20, 0.47, 0.40, -0.63, 0.31, 0.43, -0.54, -0.03, 0.26, 0.31, -0.68, 0.30, 0.54, 0.42, 0.25, -0.50, -0.66]}

---

We find #two to be the most stable, with the next structure 131.9 kJ/mol higher.

---

#one
{"formula": "C2H9N2O", "method": "ωB97M-V/def2-TZVPD", "e_lumo_ev": 4.662, "total_charge": -1, "gap_ev": 7.5, "homo_ev": -2.8, "symbols": ["H", "H", "N", "H", "H", "H", "H", "H", "C", "O", "C", "N", "H", "H"], "xyz": [[-2.98559, -0.51311, 1.33773], [-0.66205, 0.38513, -0.77273], [2.00901, -0.26085, 0.70655], [-1.89362, -1.49177, 0.18070], [1.41763, -1.09706, 0.68955], [1.57616, 1.50248, -0.32191], [2.39313, 0.26260, -1.32131], [0.16863, -0.74599, -1.70929], [1.59486, 0.43380, -0.57979], [-1.82886, 0.58471, 0.05602], [-2.02615, -0.56811, 0.77981], [0.36939, 0.05614, -1.14393], [1.48490, 0.25851, 1.40081], [-1.29954, -0.64083, 1.61642]], "mulliken_charge": [0.25, 0.28, -0.80, 0.16, 0.29, 0.29, 0.26, 0.13, -0.38, -0.86, -0.53, -0.50, 0.31, 0.10]}

---

#two
{"formula": "C2H9N2O", "method": "ωB97M-V/def2-TZVPD", "e_lumo_ev": 4.678, "total_charge": -1, "gap_ev": 7.7, "homo_ev": -3.0, "symbols": ["C", "N", "H", "H", "H", "H", "H", "H", "N", "H", "O", "H", "C", "H"], "xyz": [[-1.51423, 1.30400, 1.42239], [0.56893, 0.21030, -1.52368], [0.01351, 0.77880, -0.86422], [-2.47354, 1.05296, 0.92710], [1.91794, -0.35276, -0.04579], [1.25687, 0.75124, -2.03046], [1.75065, -1.47332, -1.51988], [-1.48030, 2.45566, 1.53073], [0.30323, -1.63528, -0.04150], [-0.36473, -2.02199, -0.70478], [-0.40451, 0.74987, 0.82638], [-0.21829, -0.92168, 0.55158], [1.25302, -0.84105, -0.74370], [-1.70388, 0.92926, 2.42884]], "mulliken_charge": [-0.76, -0.78, 0.39, 0.24, 0.27, 0.17, 0.32, 0.16, -0.89, 0.24, -0.83, 0.47, -0.23, 0.21]}

---

We find #two to be the most stable, with the next structure 39.8 kJ/mol higher.

---

#one
{"formula": "C5H7N3O2", "method": "ωB97M-V/def2-TZVPD", "e_lumo_ev": 0.451, "total_charge": 0, "gap_ev": 9.8, "smiles": "N#CCc1cnc(N)o1.O", "homo_ev": -9.3, "symbols": ["C", "C", "N", "H", "C", "H", "H", "H", "H", "O", "N", "H", "C", "O", "H", "C", "N"], "xyz": [[0.31252, -1.23394, -5.43772], [-0.51760, 1.92307, -3.13225], [-1.53653, 2.09501, -2.59271], [-0.56219, -3.01315, -5.63162], [0.75360, 0.82664, -4.99369], [1.54764, 2.04816, -3.42992], [0.57519, 2.89710, -4.63798], [-1.14849, -1.96640, -2.95882], [-1.51740, -1.86905, -4.92134], [-1.43189, -1.77351, -2.05021], [0.42938, -0.68568, -6.61042], [0.94073, 1.36837, -7.10777], [0.63855, 1.97244, -4.04806], [0.80334, -0.44682, -4.46646], [-2.07898, -0.99423, -2.05576], [0.65796, 0.65952, -6.33413], [-0.56461, -2.20275, -5.02233]], "mulliken_charge": [0.40, 0.25, -0.41, 0.25, 0.29, 0.26, 0.29, 0.36, 0.31, -0.69, -0.54, 0.37, -0.35, -0.26, 0.33, -0.35, -0.51]}

---

#two
{"formula": "C5H7N3O2", "method": "ωB97M-V/def2-TZVPD", "e_lumo_ev": 0.278, "total_charge": 0, "gap_ev": 8.2, "smiles": "C=C1NCC=CN1[N+](=O)[O-]", "homo_ev": -8.0, "symbols": ["O", "C", "N", "C", "H", "H", "N", "H", "C", "H", "H", "N", "H", "C", "H", "O", "C"], "xyz": [[2.07443, 1.24315, -1.38062], [-0.13269, -0.05076, -0.89286], [0.93415, 0.08279, -0.00795], [0.73165, -0.39838, 1.32004], [-2.11140, -0.28401, -1.00606], [-0.80311, -0.34814, -2.90670], [2.04670, 0.76002, -0.30619], [-2.47053, -0.37048, 1.47370], [0.00822, -0.03752, -2.40201], [1.57466, -0.59150, 1.83633], [-1.43877, 1.05077, 1.21391], [-1.37825, -0.50884, -0.33035], [0.76229, 0.39383, -2.96866], [-1.54433, -0.07227, 1.06448], [-0.72266, -1.01743, 2.85724], [2.89477, 0.84721, 0.55394], [-0.42512, -0.69843, 1.88176]], "mulliken_charge": [-0.63, 0.53, 0.07, -0.28, 0.31, 0.34, 1.00, 0.43, -1.18, 0.46, 0.22, -0.33, 0.33, -0.45, 0.38, -0.68, -0.51]}

---

We find #one to be the most stable, with the next structure 437.8 kJ/mol higher.